[1]
C20H26F15NiO11 as an isolated structure in a non-equilibrium geometry, computed with the ωB97M-V functional and the def2-TZVPD basis.

Its electronic energy is -4611.48979 hartree. The calculation puts the gap between HOMO and LUMO (alpha / beta) at 4.97 / 8.42 eV. The calculation puts the HOMO energy (alpha / beta) at -5.411 / -8.885 eV.

ORCA input file:
```
! RIJCOSX wB97M-V def2-TZVPD def2/J DEFGRID3
* xyz 0 4
Ni -1.021 2.182 -1.198
O -0.994 1.046 0.387
H -0.912 0.329 1.045
C -4.005 3.634 2.891
C -2.755 3.583 1.987
O -2.797 4.746 1.191
C -1.832 4.867 0.185
O -1.006 3.955 -0.120
C -1.926 6.215 -0.592
F -3.185 6.654 -0.576
F -1.194 7.050 0.096
F -1.478 6.091 -1.839
H -4.157 4.589 3.394
H -3.930 2.815 3.605
H -4.920 3.489 2.317
H -2.542 2.739 1.331
H -1.894 3.719 2.641
C 0.124 -3.026 -0.170
C -0.302 -3.891 -1.403
O -0.322 -5.269 -1.005
C -0.622 -6.142 -2.009
O -0.856 -5.855 -3.187
C -0.407 -7.643 -1.708
F -0.049 -7.776 -0.382
F -1.582 -8.296 -1.943
F 0.544 -8.100 -2.536
H 0.168 -1.951 -0.342
H 1.169 -3.216 0.079
H -0.452 -3.140 0.749
H 0.326 -3.731 -2.279
H -1.303 -3.626 -1.744
C -1.377 -1.107 3.031
C -0.129 -1.947 3.218
O 0.404 -1.590 4.470
C 0.032 -2.312 5.536
O -0.944 -3.181 5.547
C 0.840 -2.017 6.868
F 1.187 -3.142 7.404
F 1.920 -1.309 6.600
F 0.081 -1.373 7.734
H -2.160 -1.337 3.753
H -1.808 -1.294 2.047
H -1.242 -0.026 3.086
H 0.493 -1.691 2.361
H -0.340 -2.997 3.018
C 3.784 -0.231 1.514
C 2.725 0.539 0.681
O 3.288 1.630 -0.059
C 2.446 2.378 -0.896
O 1.232 2.122 -1.030
C 3.054 3.606 -1.572
F 4.281 3.878 -1.207
F 3.066 3.451 -2.899
F 2.288 4.697 -1.425
H 3.358 -1.068 2.066
H 4.217 0.464 2.234
H 4.552 -0.621 0.845
H 1.914 0.817 1.353
H 2.324 -0.272 0.073
C 2.379 1.160 -5.323
C 1.332 1.395 -4.196
O 0.190 0.620 -4.598
C -0.781 0.219 -3.777
O -0.669 0.305 -2.494
C -1.920 -0.496 -4.499
F -1.849 -0.287 -5.823
F -1.848 -1.790 -4.137
F -3.081 0.042 -4.113
H 3.350 1.600 -5.096
H 2.030 1.559 -6.275
H 2.605 0.109 -5.503
H 1.155 2.467 -4.111
H 1.732 0.985 -3.269
*
```

=====

[2]
One molecule with the formula C20H26FN3O3S in a non-equilibrium geometry, computed with the ωB97M-V functional and the def2-TZVPD basis.

Its electronic energy is -1665.76365 hartree. The calculation puts the gap between HOMO and LUMO at 7.98 eV. The calculation puts the HOMO energy at -8.086 eV. Its structure (SMILES) is CCCCNC(=O)c1onc(CSc2ccc(F)cc2)c1C(=O)NCCCC. For the energy above the lowest of the compared OMol25 structures with the same formula, charge and spin, the calculation gives 0.361 eV.

ORCA input file:
```
! RIJCOSX wB97M-V def2-TZVPD def2/J DEFGRID3
* xyz 0 1
C 1.844 -1.468 3.424
C 3.281 -1.977 3.386
C 4.224 -1.120 2.539
C 3.903 -1.114 1.045
N 2.789 -0.251 0.727
C 1.743 -0.640 -0.012
O 1.647 -1.748 -0.523
C 0.691 0.396 -0.143
O 0.776 1.447 0.701
N -0.263 2.280 0.490
C -0.991 1.779 -0.472
C -2.245 2.413 -0.927
S -3.690 1.649 -0.092
C -3.870 2.559 1.416
C -2.869 3.343 1.975
C -3.107 4.018 3.160
C -4.338 3.894 3.775
F -4.565 4.555 4.931
C -5.343 3.106 3.240
C -5.103 2.441 2.055
C -0.426 0.546 -0.938
C -0.964 -0.220 -2.101
O -1.743 0.305 -2.880
N -0.542 -1.485 -2.202
C -0.982 -2.325 -3.294
C -0.272 -2.041 -4.623
C 1.160 -2.567 -4.718
C 2.168 -1.790 -3.878
H 1.275 -2.021 4.167
H 1.354 -1.603 2.464
H 1.813 -0.413 3.688
H 3.291 -3.000 3.007
H 3.674 -1.999 4.405
H 4.215 -0.091 2.910
H 5.238 -1.503 2.659
H 3.641 -2.116 0.697
H 4.782 -0.771 0.486
H 2.782 0.671 1.138
H -2.404 2.190 -1.982
H -2.259 3.482 -0.733
H -1.898 3.419 1.512
H -2.342 4.633 3.607
H -6.292 3.026 3.745
H -5.868 1.824 1.611
H 0.194 -1.822 -1.589
H -2.051 -2.135 -3.434
H -0.837 -3.365 -2.999
H -0.285 -0.963 -4.796
H -0.864 -2.509 -5.412
H 1.179 -3.620 -4.427
H 1.466 -2.512 -5.766
H 2.073 -0.722 -4.064
H 3.181 -2.092 -4.138
H 2.028 -1.972 -2.817
*
```

=====

[3]
C20H26N2NdO5S as an isolated structure in a non-equilibrium geometry, computed with the ωB97M-V functional and the def2-TZVPD basis.

Its electronic energy is -2222.95469 hartree. The calculation puts the gap between HOMO and LUMO (alpha / beta) at 8.56 / 8.54 eV. The calculation puts the HOMO energy (alpha / beta) at -10.747 / -10.730 eV. For the energy above the lowest of the compared OMol25 structures with the same formula, charge and spin, the calculation gives 0.509 eV.

ORCA input file:
```
! RIJCOSX wB97M-V def2-TZVPD def2/J DEFGRID3
* xyz 1 4
Nd 0.542 0.159 0.466
C 1.682 2.536 0.563
C 1.765 2.009 1.876
C 0.454 1.944 2.411
C -0.439 2.466 1.441
C 0.319 2.831 0.301
H 2.526 2.862 -0.036
H 2.674 1.850 2.446
H 0.196 1.723 3.441
H -1.464 2.765 1.628
H -0.041 3.430 -0.526
O -0.309 -3.166 1.773
C -0.600 -2.355 0.876
O 0.132 -2.003 -0.079
C -1.967 -1.701 0.926
C -3.126 -2.459 0.879
C -4.346 -1.806 0.927
C -4.348 -0.425 1.044
C -3.141 0.253 1.048
N -1.955 -0.360 0.977
H -3.052 -3.530 0.807
H -5.267 -2.364 0.886
H -5.276 0.120 1.115
H -3.120 1.335 1.116
O -0.339 0.487 -1.620
S -1.213 0.451 -2.844
C -2.541 1.685 -2.455
C -2.365 2.893 -3.360
C -0.871 2.997 -3.647
C -0.432 1.603 -4.049
H -2.380 1.940 -1.407
H -3.508 1.201 -2.565
H -2.734 3.795 -2.874
H -2.920 2.755 -4.288
H -0.334 3.308 -2.747
H -0.658 3.720 -4.433
H 0.644 1.451 -4.014
H -0.811 1.331 -5.034
O 1.691 -1.124 1.952
C 2.353 -1.467 0.943
O 2.566 -0.712 -0.025
C 2.884 -2.923 0.878
N 2.234 -3.717 1.948
C 3.099 -3.499 3.123
C 4.482 -3.733 2.530
C 4.395 -3.047 1.156
H 2.602 -3.295 -0.109
H 2.257 -4.709 1.699
H 1.177 -3.437 2.027
H 2.837 -4.161 3.945
H 2.975 -2.462 3.437
H 4.665 -4.804 2.418
H 5.272 -3.322 3.150
H 4.882 -3.637 0.381
H 4.863 -2.064 1.167
*
```

=====

[4]
One molecule with the formula C20H26N2O3S2 in a non-equilibrium geometry, computed with the ωB97M-V functional and the def2-TZVPD basis.

Its electronic energy is -1909.33657 hartree. The calculation puts the gap between HOMO and LUMO at 9.05 eV. The calculation puts the HOMO energy at -8.485 eV. Its structure (SMILES) is CC(C)(C)SCCNC(=O)CN(c1ccccc1)S(=O)(=O)c1ccccc1. For the energy above the lowest of the compared OMol25 structures with the same formula, charge and spin, the calculation gives 0.496 eV.

ORCA input file:
```
! RIJCOSX wB97M-V def2-TZVPD def2/J DEFGRID3
* xyz 0 1
C -3.268 -1.859 -0.799
C -3.884 -0.884 0.192
C -5.383 -1.134 0.329
C -3.205 -0.970 1.552
S -3.771 0.864 -0.442
C -1.998 1.118 -0.752
C -1.627 0.891 -2.215
N -0.193 0.918 -2.412
C 0.564 -0.153 -2.119
O 0.110 -1.204 -1.703
C 2.059 0.051 -2.394
N 2.804 0.450 -1.217
C 3.452 -0.518 -0.427
C 2.989 -1.833 -0.377
C 3.660 -2.775 0.382
C 4.786 -2.423 1.107
C 5.239 -1.115 1.066
C 4.587 -0.166 0.299
S 2.463 1.979 -0.636
O 1.863 2.700 -1.729
O 3.624 2.554 -0.032
C 1.219 1.811 0.651
C 0.455 2.936 0.901
C -0.493 2.909 1.911
C -0.665 1.757 2.661
C 0.111 0.637 2.407
C 1.062 0.660 1.398
H -2.193 -1.719 -0.895
H -3.441 -2.878 -0.455
H -3.730 -1.748 -1.778
H -5.828 -0.410 1.007
H -5.872 -1.042 -0.638
H -5.560 -2.135 0.717
H -3.612 -0.220 2.226
H -2.131 -0.818 1.468
H -3.373 -1.956 1.983
H -1.782 2.144 -0.457
H -1.437 0.441 -0.112
H -1.979 -0.093 -2.534
H -2.084 1.654 -2.846
H 0.274 1.811 -2.517
H 2.190 0.837 -3.141
H 2.483 -0.881 -2.771
H 2.095 -2.117 -0.911
H 3.291 -3.789 0.410
H 5.304 -3.161 1.700
H 6.117 -0.829 1.625
H 4.942 0.849 0.265
H 0.614 3.814 0.295
H -1.095 3.782 2.111
H -1.404 1.731 3.447
H -0.018 -0.258 2.997
H 1.669 -0.209 1.201
*
```

=====

[5]
C20H26N2O4 as an isolated structure in a non-equilibrium geometry, computed with the ωB97M-V functional and the def2-TZVPD basis.

Its electronic energy is -1187.52312 hartree. The calculation puts the gap between HOMO and LUMO at 7.52 eV. The calculation puts the HOMO energy at -7.843 eV. For the energy above the lowest of the compared OMol25 structures with the same formula, charge and spin, the calculation gives 20.126 eV.

ORCA input file:
```
! RIJCOSX wB97M-V def2-TZVPD def2/J DEFGRID3
* xyz 0 1
C 1.351 4.492 -0.566
C 2.126 3.839 -1.604
O 1.599 2.567 -2.197
C 1.590 1.563 -1.532
C 2.111 1.461 -0.394
C 2.277 0.228 0.262
C 1.629 -0.732 -0.235
C 0.742 -0.747 -1.559
C 0.847 0.481 -2.233
O 0.213 0.834 -3.261
C -0.234 -0.368 -4.141
C 0.662 -1.184 -4.913
H 1.143 -0.384 -5.383
H 1.345 -1.714 -4.010
H 0.044 -1.858 -5.437
H -0.822 0.402 -4.790
H -1.067 -0.668 -3.344
H 0.300 -1.430 -1.865
C 1.283 -2.354 0.534
N 0.249 -2.080 1.318
C 0.073 -2.034 2.558
O 1.309 -2.355 3.275
C -1.064 -1.706 3.274
C -1.274 -2.095 4.559
C -2.755 -1.908 5.021
C -3.454 -0.832 4.605
N -3.215 -0.108 3.406
C -2.026 -0.837 2.706
O -1.664 -0.046 1.524
C -2.587 0.964 1.156
C -2.066 1.325 -0.275
H -2.753 2.292 -0.660
H -2.074 0.617 -0.963
H -1.086 1.867 -0.109
H -2.638 1.786 1.834
H -3.549 0.360 0.976
H -4.486 -0.463 4.927
H -2.648 -2.041 6.288
H -0.742 -2.845 4.971
H -0.507 -1.756 0.731
C 1.355 -3.389 -0.193
H 2.426 -3.454 -1.034
H 0.422 -3.412 -1.010
H 1.287 -4.191 0.285
H 2.161 -2.332 1.088
H 2.672 -0.030 1.333
H 2.867 2.205 0.184
H 2.193 4.670 -2.414
H 3.143 3.593 -1.397
H 0.429 4.681 -1.156
H 1.173 3.753 0.182
H 1.689 5.372 -0.321
*
```

=====

[6]
One molecule with the formula C20H26N2O5S2, computed with the ωB97M-V functional and the def2-TZVPD basis.

Its electronic energy is -2059.78928 hartree. The calculation puts the gap between HOMO and LUMO at 8.08 eV. The calculation puts the HOMO energy at -7.629 eV. Its structure (SMILES) is COc1ccc(NC(=O)[C@H]2CC[C@H](CNS(=O)(=O)c3cccs3)CC2)cc1OC. For the energy above the lowest of the compared OMol25 structures with the same formula, charge and spin, the calculation gives 0.000 eV.

ORCA input file:
```
! RIJCOSX wB97M-V def2-TZVPD def2/J DEFGRID3
* xyz 0 1
C -8.249 -2.335 0.548
O -7.757 -1.033 0.367
C -6.406 -0.856 0.302
C -5.462 -1.863 0.397
C -4.107 -1.576 0.318
C -3.678 -0.270 0.141
N -2.300 -0.029 0.067
C -1.637 1.143 -0.114
O -2.170 2.223 -0.256
C -0.118 0.989 -0.137
C 0.345 0.137 -1.323
C 1.870 0.081 -1.362
C 2.420 -0.500 -0.059
C 3.952 -0.593 -0.079
N 4.575 0.706 -0.137
S 5.866 1.026 0.840
O 5.573 0.497 2.134
O 6.181 2.409 0.674
C 7.200 0.082 0.146
C 8.216 0.538 -0.635
C 9.089 -0.497 -1.035
C 8.710 -1.709 -0.551
S 7.285 -1.613 0.409
C 1.952 0.345 1.125
C 0.428 0.415 1.174
C -4.618 0.755 0.044
C -5.970 0.477 0.123
O -6.953 1.410 0.039
C -6.579 2.756 -0.132
H -7.904 -2.770 1.493
H -7.964 -2.995 -0.279
H -9.333 -2.239 0.573
H -5.766 -2.888 0.534
H -3.390 -2.380 0.396
H -1.736 -0.860 0.170
H 0.281 2.000 -0.262
H -0.048 -0.879 -1.240
H -0.036 0.566 -2.252
H 2.262 1.090 -1.499
H 2.195 -0.529 -2.209
H 2.039 -1.522 0.057
H 4.293 -1.035 0.860
H 4.280 -1.232 -0.911
H 4.620 1.156 -1.034
H 8.324 1.576 -0.892
H 9.957 -0.342 -1.650
H 9.186 -2.658 -0.697
H 2.369 1.348 1.027
H 2.337 -0.080 2.053
H 0.032 -0.589 1.347
H 0.113 1.045 2.008
H -4.263 1.761 -0.092
H -6.028 2.905 -1.066
H -7.512 3.316 -0.169
H -5.972 3.115 0.705
*
```

=====

[7]
One molecule with the formula C20H26N2O6S4 in a non-equilibrium geometry, computed with the ωB97M-V functional and the def2-TZVPD basis.

Its electronic energy is -2931.51299 hartree. The calculation puts the gap between HOMO and LUMO at 6.86 eV. The calculation puts the HOMO energy at -8.562 eV. For the energy above the lowest of the compared OMol25 structures with the same formula, charge and spin, the calculation gives 0.434 eV.

ORCA input file:
```
! RIJCOSX wB97M-V def2-TZVPD def2/J DEFGRID3
* xyz 0 1
C 6.948 3.606 -0.371
H 7.096 3.291 -1.402
H 7.908 3.581 0.137
C 5.947 2.695 0.328
C 4.587 2.717 -0.366
C 3.578 1.810 0.318
H 3.505 2.025 1.390
H 2.583 1.914 -0.128
O 3.990 0.448 0.149
C 3.346 -0.460 0.856
O 2.501 -0.219 1.684
C 3.732 -1.872 0.449
C 2.679 -2.377 -0.552
N 1.351 -2.162 -0.019
C 0.771 -3.006 0.880
S 1.342 -4.477 1.277
S -0.707 -2.297 1.554
C -0.452 -0.862 0.640
C -1.216 0.256 0.668
S -0.897 1.684 -0.242
C -2.333 2.460 0.453
S -2.789 3.986 0.116
N -2.979 1.620 1.305
C -2.428 0.370 1.477
O -2.867 -0.502 2.191
C -4.233 1.962 1.940
C -5.402 1.916 0.949
C -5.562 0.538 0.333
O -6.413 -0.250 0.638
O -4.635 0.335 -0.610
C -4.663 -0.901 -1.330
C -3.371 -1.678 -1.106
C -3.346 -2.981 -1.900
C -2.044 -3.740 -1.672
H -2.027 -4.654 -2.261
H -1.190 -3.130 -1.964
H -1.937 -4.008 -0.623
H -3.457 -2.759 -2.964
H -4.188 -3.605 -1.599
H -3.272 -1.898 -0.041
H -2.529 -1.051 -1.411
H -4.780 -0.642 -2.387
H -5.529 -1.481 -0.996
H -5.231 2.643 0.154
H -6.321 2.162 1.481
H -4.384 1.235 2.741
H -4.150 2.970 2.355
C 0.737 -0.945 -0.200
O 1.102 -0.076 -0.963
H 2.813 -3.443 -0.742
H 2.743 -1.809 -1.483
H 3.729 -2.511 1.333
H 4.714 -1.875 -0.019
H 4.699 2.395 -1.402
H 4.187 3.732 -0.366
H 5.827 3.015 1.366
H 6.327 1.672 0.335
H 6.589 4.633 -0.376
*
```

=====

[8]
C20H26N4OS3Tc as an isolated structure in a non-equilibrium geometry, computed with the ωB97M-V functional and the def2-TZVPD basis.

Its electronic energy is -2346.74395 hartree. The calculation puts the gap between HOMO and LUMO (alpha / beta) at 5.95 / 5.89 eV. The calculation puts the HOMO energy (alpha / beta) at -14.064 / -14.484 eV. For the energy above the lowest of the compared OMol25 structures with the same formula, charge and spin, the calculation gives 0.000 eV.

ORCA input file:
```
! RIJCOSX wB97M-V def2-TZVPD def2/J DEFGRID3
* xyz 2 4
Tc -1.148 -0.197 0.128
S -1.169 -0.622 2.413
C -2.188 -2.036 2.569
C -2.662 -2.406 3.825
C -3.432 -3.545 3.953
C -3.753 -4.314 2.832
C -3.298 -3.949 1.580
C -2.505 -2.810 1.445
S -1.852 -2.390 -0.117
H -2.420 -1.801 4.690
H -3.788 -3.841 4.930
H -4.365 -5.198 2.943
H -3.551 -4.536 0.706
C 2.319 4.356 -1.165
C 1.021 3.613 -1.124
C 0.344 3.409 0.084
C -0.868 2.740 0.122
C -1.425 2.262 -1.074
C -0.745 2.417 -2.283
C 0.470 3.082 -2.297
S -3.121 1.634 -1.084
C -3.993 3.054 -0.417
O -3.036 0.633 0.087
H 2.381 5.088 -0.361
H 2.441 4.871 -2.116
H 3.157 3.663 -1.050
H 0.760 3.803 1.003
H -1.409 2.658 1.061
H -1.186 2.060 -3.208
H 0.990 3.220 -3.237
H -3.515 3.409 0.493
H -5.020 2.749 -0.218
H -3.978 3.822 -1.191
C 1.440 -1.980 0.569
N 0.863 -0.801 -0.205
C 1.815 0.354 0.024
N 3.154 0.043 -0.387
C 3.640 -1.113 0.381
N 2.776 -2.269 0.145
C 2.795 -2.600 -1.280
N 2.304 -1.462 -2.070
C 0.957 -1.164 -1.677
C 3.157 -0.299 -1.813
H 0.798 -2.845 0.402
H 1.428 -1.719 1.628
H 1.798 0.593 1.090
H 1.458 1.206 -0.554
H 3.646 -0.866 1.444
H 4.655 -1.350 0.068
H 2.167 -3.472 -1.465
H 3.815 -2.829 -1.583
H 0.326 -2.038 -1.854
H 0.591 -0.315 -2.266
H 2.789 0.553 -2.390
H 4.174 -0.522 -2.130
*
```